Entry 1:
An isolated molecule of C4H6N2O, computed with ωB97M-V/def2-TZVPD.

Atoms and positions in Å:
1 C -1.97 0.36 -0.16
2 C -0.54 -0.04 -0.06
3 N -0.05 -0.92 -1.07
4 O 1.25 -1.27 -0.68
5 C 1.64 -0.39 0.29
6 N 2.88 -0.21 0.43
7 C 0.41 0.21 0.85
8 H -2.51 -0.44 -0.64
9 H -2.43 0.54 0.82
10 H -2.14 1.27 -0.75
11 H 2.99 0.47 1.17
12 H 0.14 -0.40 -1.92
13 H 0.32 0.83 1.74

Values from the calculation:
Largest force on an atom ... 0.6 eV/A
Molar mass ... 98.10 g/mol
Energy above the lowest of the compared OMol25 structures with the same formula, charge and spin ... 63.0 kcal per mole
Energy ... -9270.7708 eV

Okay, here come the natural (NBO) numbers, in e, for every atom: -0.663 0.203 -0.306 -0.343 0.509 -0.671 -0.373 0.238 0.238 0.234 0.336 0.362 0.238

Entry 2:
A 7-piece molecular cluster, C33H74ClFO9S overall in a non-equilibrium geometry, computed with ωB97M-V/def2-TZVPD.

Atoms and positions in Å:
1 C -7.58 0.56 5.56
2 C -7.12 -0.89 5.32
3 C -6.18 -1.02 4.12
4 C -4.80 -0.38 4.35
5 C -3.66 -1.41 4.31
6 C -2.28 -0.83 4.61
7 C -1.89 0.35 3.71
8 C -0.40 0.40 3.35
9 C -0.11 1.35 2.17
10 C 0.92 2.47 2.40
11 C 0.54 3.80 1.72
12 C 1.62 4.34 0.76
13 C 1.63 3.41 -0.46
14 C 2.82 3.54 -1.45
15 C 2.31 3.91 -2.81
16 O 1.84 4.95 -3.09
17 O 2.40 2.92 -3.77
18 C 1.59 1.76 -3.64
19 F 1.71 1.15 -4.88
20 C 0.11 2.14 -3.44
21 S -0.59 1.57 -1.86
22 C -2.35 1.72 -2.25
23 C -2.94 0.54 -3.04
24 C 2.23 0.80 -2.62
25 C 1.92 -0.67 -2.79
26 O 1.17 -1.31 -2.18
27 Cl 2.96 -1.46 -4.00
28 H -6.82 1.13 6.11
29 H -7.74 1.08 4.61
30 H -8.50 0.61 6.14
31 H -8.00 -1.53 5.18
32 H -6.59 -1.24 6.21
33 H -6.67 -0.57 3.25
34 H -6.05 -2.09 3.89
35 H -4.78 0.12 5.33
36 H -4.61 0.40 3.60
37 H -3.64 -1.89 3.32
38 H -3.89 -2.21 5.03
39 H -2.23 -0.52 5.67
40 H -1.53 -1.63 4.49
41 H -2.17 1.30 4.19
42 H -2.46 0.29 2.77
43 H -0.07 -0.62 3.11
44 H 0.19 0.70 4.23
45 H 0.22 0.74 1.31
46 H -1.06 1.80 1.86
47 H 1.90 2.14 2.01
48 H 1.06 2.63 3.48
49 H -0.34 3.62 1.09
50 H 0.26 4.56 2.46
51 H 1.35 5.35 0.45
52 H 2.61 4.36 1.23
53 H 1.59 2.38 -0.10
54 H 0.69 3.56 -1.01
55 H 3.50 4.34 -1.12
56 H 3.40 2.62 -1.48
57 H 0.02 3.23 -3.49
58 H -0.45 1.71 -4.28
59 H -2.84 1.85 -1.28
60 H -2.48 2.66 -2.80
61 H -3.06 0.79 -4.10
62 H -2.29 -0.34 -2.98
63 H -3.93 0.27 -2.65
64 H 3.31 0.91 -2.74
65 H 1.96 1.07 -1.59
66 C -3.77 -0.56 2.43
67 C -3.18 0.18 1.24
68 O -1.84 0.58 1.49
69 H -3.74 0.08 3.32
70 H -4.81 -0.84 2.24
71 H -3.21 -1.47 2.65
72 H -3.73 1.09 1.04
73 H -3.22 -0.45 0.34
74 H -1.31 -0.21 1.66
75 C -3.43 -5.64 2.14
76 C -2.59 -4.61 2.86
77 O -3.38 -3.74 3.67
78 H -4.19 -5.16 1.53
79 H -2.81 -6.27 1.50
80 H -3.94 -6.29 2.86
81 H -2.09 -3.96 2.14
82 H -1.82 -5.09 3.46
83 H -3.83 -4.27 4.34
84 C 5.42 -0.98 -0.65
85 C 5.82 0.43 -0.27
86 O 4.73 1.18 0.25
87 H 4.61 -0.97 -1.39
88 H 6.26 -1.53 -1.08
89 H 5.07 -1.53 0.22
90 H 6.16 0.98 -1.15
91 H 6.64 0.41 0.45
92 H 4.40 0.74 1.04
93 C 4.54 -2.09 -7.11
94 C 4.42 -3.05 -8.28
95 O 5.61 -3.80 -8.49
96 H 5.38 -1.42 -7.25
97 H 3.63 -1.50 -6.99
98 H 4.71 -2.65 -6.18
99 H 4.27 -2.49 -9.21
100 H 3.57 -3.72 -8.15
101 H 5.78 -4.32 -7.70
102 C 6.19 -1.35 -11.11
103 C 6.03 -2.32 -12.26
104 O 7.19 -3.13 -12.44
105 H 7.05 -0.70 -11.27
106 H 5.30 -0.73 -11.00
107 H 6.34 -1.90 -10.18
108 H 5.90 -1.79 -13.20
109 H 5.15 -2.96 -12.10
110 H 7.33 -3.63 -11.62
111 C -0.46 2.17 8.96
112 C -1.21 1.40 7.89
113 O -0.35 0.66 7.03
114 H 0.26 2.85 8.49
115 H -1.14 2.75 9.58
116 H 0.10 1.49 9.61
117 H -1.76 2.08 7.24
118 H -1.95 0.73 8.35
119 H 0.14 0.03 7.56

Values from the calculation:
Largest force on an atom ... 9.3 eV/A
Molar mass ... 701.46 g/mol
Energy ... -79908.4048 eV

Mulliken population analysis, charges in e, atoms 1 to 99: -1.090 -0.818 -0.981 -0.618 0.031 -1.094 1.620 -2.591 0.710 -0.016 -0.871 -1.137 0.975 -0.212 -0.101 -0.487 -0.396 1.657 -0.409 -1.364 0.441 -0.500 -1.201 -0.593 -0.038 -0.396 -0.149 0.277 0.269 0.376 0.420 0.301 0.402 0.357 0.682 0.015 -0.293 0.429 0.320 0.230 -0.301 0.030 0.375 0.510 0.070 0.142 0.008 0.540 0.253 0.435 0.364 0.387 -0.451 0.181 0.587 -0.210 0.558 0.467 0.207 0.481 0.358 0.299 0.346 0.837 -0.709 -1.840 -0.768 -0.518 -0.014 0.773 1.106 0.337 0.243 0.695 -1.162 -0.233 -0.408 0.278 0.375 0.317 0.230 0.304 0.269 -0.810 -0.366 -0.402 0.063 0.375 0.322 0.313 0.327 0.239 -0.728 -0.360 -0.509 0.257 0.271 0.251 0.225

Entry 3:
C38H44CoNO4P3 as an isolated structure in a non-equilibrium geometry, computed with ωB97M-V/def2-TZVPD.

Atoms and positions in Å:
1 Co 0.09 -0.30 1.22
2 C 2.95 -1.71 1.87
3 P 2.41 -0.91 0.26
4 C 3.72 0.38 0.03
5 C 4.89 0.18 -0.69
6 C 5.89 1.14 -0.63
7 C 5.66 2.33 0.12
8 C 4.46 2.55 0.76
9 C 3.45 1.58 0.71
10 C 2.96 -2.29 -0.79
11 C 2.25 -2.74 -1.92
12 C 2.60 -3.90 -2.59
13 C 3.78 -4.50 -2.24
14 C 4.53 -4.03 -1.18
15 C 4.15 -2.94 -0.51
16 C 1.70 -2.47 2.33
17 C 1.53 -3.78 2.81
18 C 0.05 -3.82 3.24
19 C -0.53 -2.74 2.86
20 C -1.87 -2.19 2.86
21 P -2.20 -1.25 1.36
22 C -2.67 -2.40 0.12
23 C -1.67 -2.78 -0.79
24 C -1.90 -3.76 -1.79
25 C -3.18 -4.34 -1.85
26 C -4.17 -4.01 -0.91
27 C -3.92 -2.99 -0.02
28 C -3.75 -0.22 1.67
29 C -4.34 0.53 0.59
30 C -5.51 1.24 0.60
31 C -6.13 1.47 1.85
32 C -5.52 0.88 2.94
33 C -4.42 0.02 2.89
34 N 0.47 -1.92 2.34
35 H 3.21 -0.99 2.61
36 H 3.90 -2.20 1.69
37 H 5.11 -0.75 -1.20
38 H 6.88 1.04 -1.06
39 H 6.40 3.05 0.25
40 H 4.32 3.51 1.25
41 H 2.52 1.69 1.21
42 H 1.36 -2.21 -2.18
43 H 1.87 -4.37 -3.26
44 H 4.05 -5.52 -2.63
45 H 5.41 -4.59 -0.94
46 H 4.80 -2.58 0.34
47 H 2.36 -4.55 2.72
48 H -0.49 -4.54 3.75
49 H -1.64 -1.52 3.73
50 H -2.63 -2.95 2.95
51 H -0.66 -2.43 -0.69
52 H -1.15 -3.91 -2.54
53 H -3.31 -5.10 -2.57
54 H -5.19 -4.49 -0.98
55 H -4.70 -2.68 0.63
56 H -3.85 0.56 -0.41
57 H -5.88 1.82 -0.26
58 H -7.06 2.01 1.95
59 H -5.90 1.06 3.98
60 H -4.00 -0.35 3.81
61 C -2.09 3.28 2.11
62 C -1.63 3.84 0.71
63 C -2.69 4.76 0.18
64 C -0.31 4.55 0.72
65 O -1.63 2.68 -0.28
66 P -0.38 1.68 -0.26
67 O -0.79 0.27 -0.82
68 O 0.21 1.60 1.12
69 O 0.76 2.42 -1.24
70 C 0.89 2.13 -2.73
71 C 1.39 0.71 -2.93
72 C -0.48 2.42 -3.37
73 C 1.93 3.05 -3.14
74 H -2.41 4.10 2.71
75 H -1.15 2.95 2.64
76 H -2.84 2.41 2.04
77 H -2.79 5.64 0.89
78 H -3.61 4.22 -0.03
79 H -2.54 5.14 -0.82
80 H -0.31 5.26 1.52
81 H -0.09 5.12 -0.23
82 H 0.43 3.80 0.82
83 H 0.71 0.04 -2.41
84 H 2.46 0.64 -2.70
85 H 1.24 0.50 -3.97
86 H -1.21 1.75 -2.91
87 H -0.49 2.36 -4.45
88 H -0.65 3.47 -3.14
89 H 2.88 2.82 -2.58
90 H 1.67 4.10 -2.96
91 H 2.08 2.97 -4.17

Values from the calculation:
Largest force on an atom ... 5.8 eV/A
Molar mass ... 730.63 g/mol
Net charge ... +1
2S+1 ... 5
⟨S²⟩ ... 6.021
Energy ... -115288.9224 eV

Okay, here come the Mulliken numbers, in e, for every atom: 0.189 -1.186 1.013 1.001 -0.173 -0.834 -0.718 -0.720 -0.733 0.935 -0.184 -0.738 -0.563 -0.956 -0.729 0.522 -0.811 -0.623 -0.003 -0.997 1.416 -0.044 0.137 -0.740 -0.485 -0.772 -0.174 -0.035 -0.176 -0.677 -0.490 -0.628 -0.274 0.127 0.589 0.577 0.455 0.442 0.503 0.431 0.058 0.274 0.359 0.303 0.438 0.344 0.412 0.608 0.283 0.436 -0.123 0.485 0.425 0.351 0.531 0.147 0.417 0.432 0.335 0.365 -0.859 1.528 -1.647 -1.334 -0.204 2.163 -0.587 -1.774 -0.101 1.736 -0.997 -1.472 -1.893 0.613 0.171 -0.152 0.334 0.333 0.414 0.535 0.261 0.197 -0.160 0.312 0.624 0.207 0.524 0.320 0.294 0.415 0.444

Entry 4:
A 2-piece molecular cluster, C8H15NO5 overall, computed with ωB97M-V/def2-TZVPD.

Atoms and positions in Å:
1 O 1.66 -4.57 0.93
2 C 1.19 -4.09 -0.06
3 O -0.10 -4.24 -0.42
4 C -0.76 -3.04 -0.84
5 C -1.44 -2.40 0.37
6 O -2.42 -1.46 -0.03
7 C -2.03 -0.14 -0.34
8 O -0.65 0.02 -0.55
9 C 0.04 0.68 0.52
10 C 1.52 0.69 0.18
11 O 2.14 -0.56 0.51
12 H 1.82 -3.53 -0.77
13 H -0.05 -2.35 -1.32
14 H -1.53 -3.32 -1.56
15 H -1.97 -3.20 0.89
16 H -0.72 -1.99 1.08
17 H -2.37 0.53 0.46
18 H -2.54 0.13 -1.27
19 H -0.34 1.70 0.65
20 H -0.10 0.15 1.47
21 H 2.03 1.49 0.72
22 H 1.62 0.88 -0.89
23 H 1.52 -1.26 0.26
24 C 0.32 5.27 -0.30
25 C 1.09 4.41 0.59
26 N 1.69 3.72 1.29
27 H 1.00 5.84 -0.93
28 H -0.33 4.67 -0.93
29 H -0.28 5.96 0.28

Values from the calculation:
Largest force on an atom ... 1.0 eV/A
Molar mass ... 205.21 g/mol
Energy above the lowest of the compared OMol25 structures with the same formula, charge and spin ... 28.2 kcal per mole
Energy ... -20264.7578 eV

Okay, here come the natural (NBO) numbers, in e, for every atom: -0.528 0.634 -0.518 -0.103 -0.090 -0.547 0.242 -0.563 -0.096 -0.098 -0.706 0.104 0.182 0.203 0.206 0.168 0.143 0.163 0.181 0.179 0.221 0.166 0.454 -0.721 0.299 -0.346 0.259 0.255 0.257